[1]
{
  "formula": "C5H12N2O",
  "method": "the ωB97M-V functional and the def2-TZVPD basis",
  "symbols": ["C", "O", "C", "C", "C", "C", "N", "N", "H", "H", "H", "H", "H", "H", "H", "H", "H", "H", "H", "H"],
  "positions_angstrom": [[-0.02, 4.31, -0.05], [-0.78, 3.50, 0.44], [1.76, 0.17, -0.73], [1.46, -0.78, 0.44], [0.17, -1.57, 0.07], [-1.10, -1.09, 0.50], [-2.13, -1.94, 0.18], [0.43, -2.69, -0.64], [0.73, 4.81, 0.54], [-0.14, 4.54, -1.10], [2.70, 0.68, -0.57], [0.98, 0.98, -0.81], [2.21, -1.51, 0.71], [1.27, -0.16, 1.34], [-1.01, -0.30, 1.20], [-2.91, -1.54, -0.28], [-2.38, -2.64, 0.91], [-0.25, -3.23, -0.99], [1.92, -0.53, -1.68], [1.35, -2.95, -0.99]],
  "lowdin_spin": [0.39, 0.31, 0.06, 0.01, 0.00, 0.00, 0.00, 0.00, 0.09, 0.08, 0.03, 0.02, 0.00, 0.00, 0.00, 0.00, 0.00, 0.00, 0.01, 0.00],
  "lumo_ev": [3.43, 3.36],
  "charge": -1,
  "multiplicity": 2,
  "de_lowest_kcal_mol": 59.3,
  "homo_ev": [1.1, -3.1]
}

***

[2]
{
  "formula": "C29H29HfN3O6Si",
  "method": "the ωB97M-V functional and the def2-TZVPD basis",
  "symbols": ["Hf", "C", "C", "N", "C", "C", "N", "C", "O", "O", "C", "O", "O", "H", "H", "H", "H", "H", "C", "C", "C", "C", "C", "C", "Si", "C", "C", "C", "C", "C", "C", "C", "C", "C", "C", "C", "C", "H", "H", "H", "H", "H", "H", "H", "H", "H", "H", "H", "H", "H", "H", "H", "O", "C", "O", "C", "N", "C", "C", "C", "H", "H", "H", "H", "H", "H", "H", "H", "H"],
  "positions_angstrom": [[0.57, -0.14, 0.73], [-2.67, 2.10, 0.36], [-2.60, 0.98, 1.31], [-1.47, 0.23, 1.44], [-1.92, -0.79, 2.33], [-3.18, -0.60, 2.72], [-3.57, 0.59, 2.08], [-3.87, -0.97, 4.03], [-4.44, -2.13, 4.16], [-3.98, -0.10, 4.82], [-0.89, -1.79, 2.74], [-1.16, -2.83, 3.24], [0.32, -1.35, 2.23], [-2.89, 3.10, 0.89], [-3.50, 1.94, -0.38], [-1.73, 2.17, -0.14], [-4.56, 0.91, 2.09], [-4.08, -2.73, 3.48], [-1.62, -4.08, 0.17], [-0.27, -3.99, -0.06], [0.28, -2.85, -0.68], [-0.52, -1.77, -1.03], [-1.86, -1.90, -0.69], [-2.44, -3.02, -0.16], [0.10, -0.16, -2.00], [1.33, -0.84, -3.26], [0.95, -1.01, -4.59], [1.73, -1.73, -5.47], [2.96, -2.26, -5.09], [3.41, -2.08, -3.77], [2.59, -1.31, -2.90], [-1.39, 0.64, -2.91], [-1.44, 2.02, -2.89], [-2.56, 2.68, -3.42], [-3.57, 2.02, -4.06], [-3.56, 0.63, -4.05], [-2.44, -0.05, -3.53], [-2.05, -4.97, 0.65], [0.42, -4.84, 0.07], [1.30, -2.88, -1.05], [-2.50, -1.04, -0.97], [-3.47, -3.13, -0.24], [-0.06, -0.62, -4.99], [1.45, -1.94, -6.47], [3.36, -2.91, -5.86], [4.30, -2.54, -3.34], [2.99, -1.19, -1.92], [-0.55, 2.50, -2.47], [-2.56, 3.75, -3.35], [-4.42, 2.52, -4.52], [-4.43, 0.12, -4.39], [-2.41, -1.16, -3.45], [1.02, 1.85, 1.46], [2.23, 1.55, 1.68], [2.67, 0.53, 1.12], [3.14, 2.39, 2.55], [4.61, 2.17, 2.44], [5.19, 2.83, 3.66], [4.07, 2.69, 4.72], [2.79, 2.17, 4.04], [2.95, 3.40, 2.31], [4.92, 2.46, 1.50], [4.82, 1.11, 2.38], [5.46, 3.89, 3.47], [6.07, 2.26, 3.88], [3.89, 3.61, 5.27], [4.34, 1.92, 5.48], [1.91, 2.81, 4.25], [2.50, 1.14, 4.34]],
  "mulliken_charge": [1.62, -1.05, 0.13, 0.04, 0.66, 0.29, 0.09, 0.10, -0.43, -0.47, 0.22, -0.53, -0.71, 0.41, 0.34, 0.05, 0.34, 0.40, -0.69, -0.79, 0.48, -0.83, 0.33, -1.08, -0.03, 0.78, -0.44, -0.63, -0.49, -0.67, -0.33, 0.45, -0.81, -0.62, -0.56, -0.72, 0.30, 0.39, 0.47, 0.45, 0.59, 0.64, 0.16, 0.44, 0.35, 0.39, 0.37, 0.38, 0.44, 0.40, 0.46, 0.41, -0.66, 0.79, -0.77, -0.20, -0.12, -0.59, -0.53, -0.71, 0.41, 0.40, 0.43, 0.30, 0.39, 0.36, 0.31, 0.32, 0.36],
  "lumo_ev": -6.08,
  "charge": 2,
  "de_lowest_kcal_mol": 12.2,
  "homo_ev": -12.8
}